Entry 1:
49
Properties=species:S:1:pos:R:3:forces:R:3:mulliken_charge:R:1 method="wB97M-V/def2-TZVPD" e_homo_ev=-0.0623 homo_lumo_gap_ev=4.853 charge=-2
Ca 9.35818 6.46502 7.46176 1.18 -0.20 -0.67 1.527
O 7.22530 3.40827 9.65799 -0.07 0.78 0.25 -0.773
C 7.49453 4.57086 9.37219 -0.03 1.13 -0.90 -0.351
O 8.63045 5.07094 9.02166 -0.48 -0.96 0.92 -0.685
C 6.37914 5.72594 9.33795 -0.22 -2.19 -0.29 0.255
C 6.87692 7.05044 9.86788 0.48 1.33 -0.42 0.079
C 5.66130 7.85977 10.26327 -0.82 1.00 -0.68 -1.007
C 5.04772 8.26331 8.86338 -0.43 -1.14 0.49 -0.856
C 6.09178 7.65045 7.90088 -0.47 -0.11 0.75 0.209
O 7.38164 7.82462 8.61741 -2.01 -1.40 1.16 -0.693
C 5.85523 6.13558 7.88944 -0.15 -0.74 0.17 -0.113
C 6.61721 5.42420 6.71206 0.31 0.86 0.71 -0.074
O 6.34427 4.29636 6.36452 -1.08 -1.05 -0.10 -0.759
O 7.56358 6.13065 6.26128 -0.44 0.73 -0.65 -0.863
H 5.48947 5.27702 9.87369 1.00 0.84 -0.13 0.419
H 7.62520 7.02019 10.67009 0.18 -0.05 -0.70 0.569
H 5.81648 8.75472 10.87816 0.45 -0.22 -0.13 0.294
H 4.98811 7.21528 10.80293 -0.36 -0.17 0.31 0.407
H 5.01030 9.33900 8.69942 -0.24 0.06 0.27 0.379
H 4.01321 7.77070 8.73758 1.51 1.00 -0.05 0.277
H 6.03712 8.15601 6.93750 0.71 -0.27 0.00 0.648
H 4.76898 5.87220 7.92766 0.80 0.30 -0.62 0.394
N 11.36163 5.74187 9.20164 -0.48 -0.36 0.06 -0.297
C 11.89257 6.80256 10.00017 -1.02 -0.60 -1.36 0.365
C 11.75664 6.72638 11.38071 1.12 -0.10 0.33 -0.388
C 12.42980 7.60608 12.21752 -1.08 1.50 -0.46 -0.664
C 12.86825 8.82799 11.64587 0.34 -0.82 1.97 -0.428
C 12.85535 8.95510 10.29300 1.77 0.30 -1.42 -0.937
C 12.46828 7.95021 9.39354 -1.19 -0.17 1.25 0.600
C 12.39749 8.31442 7.96800 2.65 -0.10 -1.64 -0.071
C 13.52387 8.95735 7.39426 -0.42 0.51 -0.71 -0.750
C 13.45916 9.48847 6.08311 0.38 -0.04 0.84 -0.444
C 12.28282 9.40284 5.36542 -1.05 -0.45 0.95 -0.591
C 11.21048 8.66561 5.94132 1.60 0.87 -1.92 -0.289
C 11.35699 7.98803 7.11165 -2.41 -0.31 2.17 0.354
H 12.00531 5.26565 8.58008 -0.11 0.38 -0.17 0.159
H 10.58445 5.09337 9.48387 1.10 1.06 0.32 0.131
H 11.20871 5.89254 11.77335 0.06 -0.48 0.22 0.397
H 12.45513 7.43793 13.28630 -0.13 0.09 0.07 0.344
H 13.23305 9.66604 12.27294 -0.05 -0.75 -0.37 0.319
H 13.45860 9.77735 9.87225 -1.00 0.04 0.05 0.259
H 14.48183 9.10579 7.88724 -0.13 -0.13 0.40 0.359
H 14.34307 10.01242 5.71007 -0.24 -0.16 -0.10 0.295
H 12.12968 9.88539 4.42131 0.19 0.26 -0.53 0.358
H 10.31092 8.56728 5.33212 -0.01 -0.15 -0.03 0.305
Cl 11.38944 3.64885 6.02736 1.32 -1.45 0.75 -0.384
C 10.22627 4.87081 5.51178 0.19 2.03 -0.82 -0.656
H 9.33258 4.32019 5.21806 0.07 0.07 -0.40 0.223
H 10.79504 5.34610 4.62848 -1.29 -0.56 0.87 0.145

***

Entry 2:
55
Properties=species:S:1:pos:R:3:forces:R:3:mulliken_charge:R:1 method="wB97M-V/def2-TZVPD" e_homo_ev="-1.8456 / -1.7540" homo_lumo_gap_ev="5.590 / 6.263" charge=-2 e_above_lowest_kj_mol=371.3 spin_multiplicity=2
Ru -0.42598 1.43255 -0.08037 -0.11 0.07 -0.47 0.307
O -0.33958 0.24775 5.40083 0.10 0.06 0.09 -0.702
C -0.36898 0.21185 4.19203 -0.64 -0.66 0.61 -0.121
O 0.30522 1.04845 3.45533 0.37 0.23 -0.62 -0.291
C -1.23478 -0.82295 3.49043 0.10 0.12 0.24 0.255
C -2.39358 -0.17455 2.69103 -0.42 0.06 0.89 -0.206
C -3.52498 -1.21075 2.58603 -0.06 0.21 -0.03 -0.919
C -2.88228 -2.22695 1.62233 0.05 0.06 -0.22 -1.005
C -1.57058 -1.50295 1.25153 0.25 -1.00 -0.19 -0.033
O -1.92788 -0.13465 1.36313 0.32 0.50 -0.59 0.364
C -0.55448 -1.66525 2.38663 0.54 0.19 -0.48 0.512
C 0.85752 -1.12135 1.97843 -0.75 -0.64 0.88 -0.533
O 1.80102 -1.41795 2.69503 0.20 -0.14 0.12 -0.789
O 0.89782 -0.43925 0.91213 -0.52 1.65 -0.57 0.090
H -1.62888 -1.45645 4.29173 0.04 0.16 -0.15 0.471
H -2.69818 0.81865 3.02333 0.08 -0.03 -0.07 0.573
H -4.39818 -0.74005 2.13603 -0.05 0.00 -0.02 0.349
H -3.81368 -1.63615 3.54543 0.05 0.03 0.08 0.376
H -3.49658 -2.37885 0.73573 -0.01 -0.05 0.01 0.382
H -2.68748 -3.19055 2.09183 0.02 -0.04 -0.04 0.337
H -1.17998 -1.71635 0.25663 -0.09 0.08 0.13 0.244
H -0.41178 -2.70145 2.70003 -0.06 0.09 -0.05 0.394
S -2.83638 1.41465 -0.88947 1.91 0.03 0.86 -0.457
C -2.50758 1.93815 -2.51057 0.13 0.10 -0.68 0.866
C -3.47678 2.68745 -3.17957 0.19 -0.10 0.26 -0.767
C -3.25908 3.15885 -4.45547 -0.03 0.12 -0.36 -0.462
C -2.04628 2.89825 -5.08387 -0.26 0.14 -0.18 -0.612
C -1.09628 2.12295 -4.45667 -0.05 -0.05 0.14 -0.718
C -1.30678 1.60765 -3.17687 -0.33 0.14 -0.35 0.133
S -0.10428 0.54975 -2.49857 -0.62 0.35 1.39 -0.157
H -4.39368 2.90845 -2.65187 -0.11 0.09 0.03 0.388
H -4.02078 3.74345 -4.95847 0.00 0.05 0.01 0.310
H -1.84578 3.31305 -6.06247 0.02 0.01 -0.12 0.312
H -0.14928 1.92055 -4.93477 0.09 -0.04 -0.08 0.376
C 1.87662 -2.22855 -2.76227 -0.35 0.26 0.64 -1.292
S 1.27692 -1.80735 -1.03657 1.24 0.03 -2.10 0.644
O 1.18552 -3.12615 -0.38717 -0.28 -1.03 0.78 -0.681
C 2.88722 -1.12655 -0.58377 -0.05 -0.04 -0.05 0.186
C 3.77762 -1.93545 0.09113 -0.14 -0.24 -0.04 -0.187
C 5.01132 -1.43395 0.46473 0.12 0.07 -0.03 -0.666
C 5.33322 -0.12185 0.16303 0.20 0.07 0.06 -0.343
C 4.42812 0.68905 -0.50597 0.03 0.01 -0.06 -0.780
C 3.19152 0.19085 -0.87507 -0.02 0.13 -0.15 -0.073
H 2.80472 -2.78805 -2.72697 0.14 -0.09 0.20 0.404
H 2.00272 -1.28925 -3.28637 0.05 0.16 -0.17 0.388
H 1.10082 -2.81655 -3.23987 -0.22 -0.04 -0.03 0.374
H 3.47152 -2.94075 0.34043 -0.03 -0.10 0.04 0.393
H 5.72272 -2.05885 0.99233 -0.06 0.00 0.05 0.350
H 6.28732 0.28405 0.47223 0.08 0.02 0.00 0.345
H 4.69002 1.71235 -0.73447 -0.06 0.11 0.04 0.417
H 2.45742 0.82545 -1.36107 0.03 0.02 -0.04 0.306
Cl 0.18232 3.69295 -1.14697 -0.36 -1.44 0.97 -0.549
Si 0.17652 2.19995 2.22383 -0.89 0.22 0.30 0.284
Cl 2.00402 3.10595 2.65453 0.22 0.15 -0.43 -0.372
Cl -1.14918 3.48685 3.37793 -0.01 -0.04 -0.47 -0.415

***

Entry 3:
48
Properties=species:S:1:pos:R:3:forces:R:3:mulliken_charge:R:1 method="wB97M-V/def2-TZVPD" e_homo_ev="-0.3042 / -4.0132" homo_lumo_gap_ev="2.798 / 5.596" charge=-1 e_above_lowest_kj_mol=0.0 spin_multiplicity=5
Pd -0.50142 0.13730 0.78376 -0.33 -0.59 0.22 -0.771
C -2.46861 1.07766 0.91817 -0.69 -1.00 -0.73 -0.921
C -2.23524 0.97311 -0.51000 -1.16 0.10 0.35 -1.105
C -2.37440 -0.38581 -0.85693 -0.57 0.34 -0.94 0.155
H -2.08965 1.82395 -1.16482 0.04 -0.23 0.04 0.435
C -2.62353 -1.14463 0.30600 -0.46 -0.01 -0.01 -0.540
C -2.68714 -0.25387 1.41342 -0.73 1.25 -0.10 -0.694
H -2.89028 -0.48938 2.46141 0.12 0.02 -0.55 0.519
H -2.46766 1.97030 1.50381 -0.21 0.11 -0.10 1.025
H -2.43635 -0.75419 -1.88635 0.39 0.09 0.54 0.619
H -2.82749 -2.20733 0.35063 0.20 0.07 -0.05 0.422
C 1.17938 0.13310 2.22976 0.39 -0.54 0.86 -1.275
C -0.02238 -0.25528 2.91514 0.73 -1.11 0.33 -0.593
C -0.35432 -1.58253 2.47215 0.25 0.52 0.99 -0.753
H -0.55713 0.33390 3.64162 0.15 -0.22 -0.12 0.523
C 0.61548 -1.98627 1.53057 0.84 0.04 -0.16 -0.110
C 1.54442 -0.92897 1.35264 0.62 -0.66 0.76 -0.314
H 2.45309 -0.95389 0.76282 -0.37 0.01 0.02 0.461
H 1.73693 1.04485 2.39881 -0.12 -0.22 -0.06 0.734
H -1.18665 -2.17176 2.84618 0.19 0.12 -0.22 0.512
H 0.69438 -2.97362 1.09265 -0.16 0.21 -0.13 0.621
O 0.39567 -0.96494 -1.36688 -0.08 -0.74 -0.78 0.614
C 0.56629 -2.24462 -2.07186 -0.15 0.69 -0.03 1.424
C 0.57587 -1.50534 -3.43102 0.08 -0.11 0.16 -0.666
C -0.59665 -3.18138 -1.84985 -0.01 -0.27 0.01 -1.623
C 1.89967 -2.85094 -1.69735 0.05 -0.22 -0.08 -1.619
C 0.53926 -0.23291 -2.60240 0.12 0.07 0.23 -0.786
H -0.33346 -1.64643 -4.01905 0.26 -0.23 -0.14 0.319
H 1.50357 -1.63971 -3.99866 -0.41 -0.06 -0.16 0.325
H 1.49121 0.29235 -2.56103 -0.35 0.29 -0.39 0.393
H -0.31433 0.43492 -2.76733 0.30 0.06 0.03 0.121
H -0.45427 -4.06896 -2.47569 -0.04 0.01 0.01 0.473
H -1.55049 -2.71785 -2.11823 0.20 -0.07 0.08 0.312
H -0.63623 -3.51464 -0.80715 -0.06 0.13 -0.11 0.161
H 2.27157 -3.44451 -2.53559 0.10 -0.07 0.06 0.447
H 1.78670 -3.50950 -0.83689 0.16 0.02 0.11 0.328
H 2.62127 -2.06357 -1.45868 -0.10 -0.13 -0.11 0.303
Cl 2.26351 1.43013 -0.65202 0.94 -0.62 -0.49 -0.254
C 1.29669 2.57597 0.15402 -1.26 0.34 -0.04 1.217
C 0.21325 2.19993 0.93649 0.60 0.84 0.83 -1.040
C -0.22437 3.07901 1.91617 -0.34 -1.16 -0.83 1.071
Cl -1.21338 2.56448 3.27298 -0.26 0.34 0.45 -0.253
C 0.18468 4.43409 1.94628 1.27 0.92 -0.90 -0.743
Cl -0.40831 5.50903 3.12429 -0.36 0.72 0.54 -0.291
C 1.16703 4.84906 1.01222 -0.50 -1.57 0.33 0.682
Cl 1.69363 6.46634 1.05285 0.30 0.81 -0.11 -0.245
C 1.73126 3.93215 0.12605 -0.43 1.32 1.29 -0.339
Cl 3.02893 4.41120 -0.85311 0.83 0.37 -0.88 -0.284

***

Entry 4:
51
Properties=species:S:1:pos:R:3:forces:R:3:mulliken_charge:R:1 method="wB97M-V/def2-TZVPD" e_homo_ev=-12.0248 homo_lumo_gap_ev=7.964 charge=+1 e_above_lowest_kj_mol=6.7
Rh -0.02541 -0.15406 0.16105 0.06 0.24 0.00 0.150
O -0.81211 3.99058 -0.26071 0.01 -0.13 0.01 -0.459
C -0.93453 2.71194 -0.54846 -0.07 0.15 -0.06 0.594
O -0.59954 1.86044 0.26179 0.08 -0.08 0.06 -0.408
C -1.51169 2.48849 -1.91853 0.02 0.12 -0.01 -0.558
O -2.10365 1.23329 -2.02600 -0.03 -0.08 0.08 -0.336
C -1.66867 0.49297 -3.15839 -0.07 0.17 -0.01 -0.491
C -0.25594 -0.06400 -3.02260 -0.15 -0.07 -0.01 0.434
O 0.33254 -0.41710 -4.01552 0.03 -0.01 0.02 -0.636
O 0.24065 -0.13153 -1.81621 0.17 -0.12 -0.06 -0.683
H -0.37555 4.08209 0.60329 -0.01 0.02 0.01 0.389
H -0.68042 2.63670 -2.62010 -0.01 -0.01 -0.01 0.379
H -2.23520 3.28895 -2.10040 0.01 -0.01 -0.03 0.490
H -1.71018 1.09063 -4.07210 0.01 0.05 0.04 0.387
H -2.37527 -0.32229 -3.27811 0.01 -0.10 0.00 0.234
N -1.08650 -2.52382 1.56634 0.01 -0.01 0.14 0.140
P -1.79047 -1.09568 1.00584 -0.01 0.06 0.01 2.172
C -3.02060 -1.60412 -0.18977 -0.10 -0.09 -0.06 0.616
C -2.56356 -2.13810 -1.39653 0.04 -0.05 0.09 -1.298
C -3.45942 -2.70716 -2.28136 -0.06 -0.06 -0.09 -0.699
C -4.81492 -2.74062 -1.97301 0.01 0.00 -0.01 -0.576
C -5.27235 -2.22626 -0.76983 0.04 0.01 0.03 -0.783
C -4.37710 -1.66681 0.13095 0.00 0.06 -0.03 -0.463
C -2.61502 -0.26682 2.34510 -0.03 -0.03 -0.01 0.502
C -2.36619 -0.59094 3.67648 0.01 -0.04 -0.02 -0.632
C -3.00989 0.11330 4.67880 -0.04 0.04 0.03 -0.714
C -3.87587 1.15079 4.35698 0.02 -0.02 0.01 -0.487
C -4.10800 1.48782 3.03021 0.01 -0.02 -0.02 -0.855
C -3.48187 0.77719 2.01955 0.00 0.06 0.03 -0.485
C 0.09156 -2.92734 0.97258 0.01 -0.08 -0.02 0.538
C 0.62502 -4.20234 1.13322 0.05 0.02 -0.05 -1.035
C 1.78558 -4.51620 0.45863 -0.02 0.09 -0.03 -0.241
C 2.38801 -3.57012 -0.37135 0.03 -0.13 0.04 -0.902
C 1.81076 -2.33238 -0.48162 0.00 0.08 -0.02 -0.322
N 0.68994 -2.01751 0.19056 -0.04 -0.03 0.04 0.401
H -1.63442 -3.23218 2.03290 -0.03 0.01 -0.02 0.330
H -1.50438 -2.11883 -1.62649 -0.01 0.01 -0.07 0.623
H -3.10894 -3.12713 -3.21558 0.03 0.02 0.02 0.482
H -5.51484 -3.17931 -2.67161 0.00 0.00 0.00 0.419
H -6.32485 -2.26723 -0.52495 0.00 0.00 0.00 0.446
H -4.73451 -1.28633 1.07781 -0.02 -0.01 -0.01 0.437
H -1.65864 -1.36928 3.92921 0.00 0.00 -0.02 0.421
H -2.82486 -0.13863 5.71395 0.00 0.00 0.00 0.429
H -4.36929 1.70348 5.14525 0.00 0.00 0.00 0.418
H -4.77950 2.29896 2.78383 0.00 0.00 0.00 0.433
H -3.66832 1.03281 0.98295 0.00 0.00 -0.03 0.626
H 0.12691 -4.92017 1.76923 0.00 0.00 0.01 0.417
H 2.21852 -5.50098 0.56940 0.01 0.00 -0.01 0.432
H 3.28962 -3.79031 -0.92209 0.00 -0.01 0.00 0.434
H 2.20702 -1.55319 -1.11793 0.00 -0.02 0.00 0.527
Cl 0.63169 0.07575 2.33835 0.00 -0.02 0.04 -0.240

***

Entry 5:
54
Properties=species:S:1:pos:R:3:forces:R:3:mulliken_charge:R:1 method="wB97M-V/def2-TZVPD" e_homo_ev="-17.0922 / -17.0952" homo_lumo_gap_ev="3.829 / 3.839" charge=+3 e_above_lowest_kj_mol=0.0 spin_multiplicity=2
Cr 0.18990 -0.74275 0.05113 -2.26 -1.14 -0.65 0.472
O 0.00202 2.49173 -1.20719 1.21 -1.51 -0.25 -0.715
C 0.76057 2.26948 -2.15516 -1.83 1.46 0.87 0.741
O 0.97690 0.50548 1.29725 2.31 2.68 3.93 -0.439
C 1.44221 0.99551 -2.49276 -0.18 -1.63 0.42 0.382
C 2.16320 0.94103 -3.68110 1.32 -1.44 1.43 -0.786
C 3.02055 -0.19212 -3.89550 -0.39 1.29 -1.33 -0.419
C 2.84254 -1.32499 -3.14168 -0.72 -0.33 1.23 -0.891
C 1.92773 -1.26750 -2.05456 0.82 2.20 -0.70 0.814
N 1.29873 -0.10067 -1.63204 0.90 -1.16 -1.94 0.430
C 1.71463 -2.50313 -1.26970 1.86 -4.59 0.95 0.324
O 2.56681 -3.44261 -1.18992 -3.27 4.05 -0.50 -0.539
O 0.49549 -2.57531 -0.69727 0.59 2.77 1.13 -0.539
H 2.20618 1.82577 -4.28800 0.07 -0.01 -0.24 0.594
H 3.77170 -0.11913 -4.72000 -0.81 -0.33 0.77 0.454
H 3.34296 -2.29578 -3.27957 -0.08 0.71 -0.10 0.501
C -3.33012 -0.87423 -2.43562 0.86 0.06 0.02 -0.546
C -3.72730 -2.13415 -1.98013 -1.63 0.30 -3.54 -0.493
C -3.51367 -2.49285 -0.72212 0.91 -1.27 3.29 -0.649
C -2.45034 -1.90748 -0.00114 -2.09 1.55 -2.19 0.703
N -1.93110 -0.73302 -0.45028 0.97 -0.22 -1.68 0.095
C -2.44052 -0.17665 -1.63258 0.33 -1.15 0.98 -0.334
C -1.90582 -2.44209 1.19989 2.12 -1.06 1.69 0.571
C -2.18910 -3.72944 1.76056 0.88 1.82 -0.03 -0.838
C -1.52577 -4.08687 2.91401 0.89 0.15 0.53 -0.515
C -0.47773 -3.25352 3.41303 -0.64 -1.69 1.49 -0.833
C -0.22135 -2.06898 2.81623 -0.96 -0.02 -2.19 0.171
N -0.88978 -1.66784 1.66641 0.73 -0.98 1.31 0.521
H -3.65435 -0.51406 -3.42314 0.29 -0.02 0.66 0.416
H -4.26940 -2.81986 -2.68448 0.14 0.91 0.94 0.448
H -4.14354 -3.25167 -0.25381 0.63 -0.26 -0.25 0.508
H -2.05056 0.78221 -1.92750 0.17 0.18 0.17 0.499
H -2.76487 -4.43277 1.21740 -0.94 -0.35 -0.16 0.439
H -1.74243 -5.02027 3.45537 0.14 0.38 -0.58 0.441
H 0.11720 -3.61257 4.30446 -0.83 0.64 -1.12 0.383
H 0.53599 -1.42271 3.18349 0.52 0.21 0.00 0.370
S 4.19829 0.44360 3.10673 -3.74 1.76 1.25 0.348
C 2.77997 1.01056 3.34076 4.29 -2.22 -1.36 0.224
C -0.91516 1.59959 4.29539 -1.35 0.15 0.80 -0.772
O -0.08295 0.68810 3.41360 -0.19 1.77 2.50 -0.207
P 1.11505 1.33919 2.72947 -3.81 -0.23 -7.30 0.763
O 0.89902 2.90401 2.55201 1.92 -1.98 -0.21 -0.317
C 1.62892 3.77931 1.46794 0.15 -0.34 1.11 -0.225
O 0.99851 3.19508 -3.05610 0.25 0.32 -0.08 -0.354
C 0.39392 4.51076 -2.85385 0.69 -0.03 0.59 -0.721
H -1.20279 2.51137 3.74931 -0.18 -0.84 -0.23 0.356
H -0.34346 1.96962 5.12750 0.60 -0.29 0.40 0.381
H -1.78834 1.02930 4.72400 1.08 0.37 -1.00 0.303
H 2.72530 3.79791 1.60594 -0.74 0.10 0.53 0.336
H 1.12195 4.72627 1.55559 0.17 0.25 0.40 0.287
H 1.40424 3.36777 0.52555 -0.52 -0.82 -0.99 -0.063
H -0.29715 4.47031 -2.02405 -0.72 -0.12 -0.52 0.306
H 0.06313 4.85437 -3.81714 -0.54 -0.08 -0.14 0.323
H 1.15397 5.19669 -2.50665 0.62 0.00 -0.17 0.293